1.
Here is a structure of composition C5H9NO2 at a distorted geometry from the OMol25 dataset. Energies are from ωB97M-V/def2-TZVPD.

Geometry (Å):
1 O 2.743 0.302 -0.356
2 H -0.968 0.827 -1.054
3 H -0.653 1.016 1.511
4 H 2.152 0.920 -0.729
5 H 0.891 1.121 -0.966
6 C -0.481 -1.588 -0.067
7 H 0.003 -2.576 0.200
8 H -2.523 -2.547 0.160
9 H 0.555 2.666 0.695
10 H -2.232 -0.597 -0.220
11 C 0.345 -0.531 0.020
12 C -0.035 0.937 -0.452
13 O 2.472 -1.706 0.477
14 C 1.925 -0.780 0.062
15 C -0.520 1.859 0.617
16 N -1.842 -1.689 -0.159
17 H -1.833 2.366 0.262

Results
- Gap between HOMO and LUMO: 8.99 eV
- Strongest force on any atom: 4.9 eV Å⁻¹
- E_HOMO: -8.78 eV
- Energy above the lowest of the compared OMol25 structures with the same formula, charge and spin: 128.35 kcal per mole
- Total charge: 0
- E_LUMO: 0.2 eV

2.
Here is a cluster of 2 separate species, C5H9NO3 in total at a distorted geometry from the OMol25 dataset. Energies are from ωB97M-V/def2-TZVPD.

Geometry (Å):
1 H 1.595 -1.803 -0.100
2 C 0.908 1.123 -0.721
3 O 1.749 -0.076 -0.675
4 H -1.603 -2.277 -0.852
5 N -1.626 -1.478 -0.228
6 H -2.172 1.283 -0.952
7 O -1.389 1.697 0.026
8 H 0.723 1.225 1.718
9 C -0.484 -0.731 -0.823
10 H -2.377 -0.884 -0.026
11 C -0.338 0.751 -0.107
12 O 0.632 -0.789 1.405
13 H 1.055 1.534 -1.830
14 C 0.849 -1.013 -0.139
15 H 1.387 1.976 -0.170
16 H -0.803 0.456 2.033
17 H -0.355 -1.113 -2.024
18 C 0.066 0.419 1.414

Results
- Gap between HOMO and LUMO: 9.28 eV
- Strongest force on any atom: 7.3 eV Å⁻¹
- E_HOMO: -9.42 eV
- Energy above the lowest of the compared OMol25 structures with the same formula, charge and spin: 156.87 kcal per mole
- Total charge: 0
- E_LUMO: -0.1 eV

3.
Here is the molecule C5H9NO3S at a distorted geometry from the OMol25 dataset. Energies are from ωB97M-V/def2-TZVPD.

Geometry (Å):
1 C 2.071 0.946 1.912
2 O 0.779 0.848 -0.417
3 H -3.134 -0.879 -0.971
4 C -0.365 0.426 -1.003
5 C 2.544 -1.489 0.636
6 H -1.748 -1.861 -1.684
7 O 0.310 -0.902 1.703
8 H -2.108 -0.265 -3.462
9 H 2.994 1.382 1.518
10 H 3.532 -1.209 0.047
11 H 1.136 1.513 2.171
12 O -0.640 0.753 -2.364
13 C -1.951 0.191 -2.537
14 N -1.090 -0.367 -0.403
15 S 1.386 -0.377 0.925
16 H 2.354 0.429 2.876
17 C -2.032 -0.915 -1.335
18 H -2.680 0.926 -2.269
19 H 2.047 -2.362 0.268

Results
- Gap between HOMO and LUMO: 9.10 eV
- SMILES: C=[S@](C)(=O)OC1=NCCO1
- Strongest force on any atom: 4.4 eV Å⁻¹
- E_HOMO: -9.01 eV
- Energy above the lowest of the compared OMol25 structures with the same formula, charge and spin: 125.79 kcal per mole
- Total charge: 0
- E_LUMO: 0.1 eV

4.
Here is the molecule C5H9NO4 at a distorted geometry from the OMol25 dataset. Energies are from ωB97M-V/def2-TZVPD.

Geometry (Å):
1 O -2.489 1.260 0.460
2 C -1.006 -0.536 0.200
3 H 1.251 1.694 -0.180
4 O 3.785 -0.042 -0.108
5 H -2.068 -0.895 -1.565
6 C 1.490 -0.556 0.687
7 H 0.560 -0.522 -1.297
8 H 1.060 -0.052 1.474
9 H 0.322 -2.024 -0.522
10 H -1.105 -0.786 1.238
11 O 2.220 1.525 -0.411
12 N -2.093 -1.194 -0.598
13 C 0.397 -0.904 -0.302
14 O -0.415 1.701 -0.425
15 H 2.123 -1.269 1.171
16 C 2.645 0.335 0.016
17 C -1.238 0.923 0.075
18 H -2.484 2.223 0.271
19 H -2.957 -0.882 -0.184

Results
- Gap between HOMO and LUMO: 10.15 eV
- SMILES: N[C@@H](CCC(=O)O)C(=O)O
- Strongest force on any atom: 3.6 eV Å⁻¹
- E_HOMO: -9.92 eV
- Energy above the lowest of the compared OMol25 structures with the same formula, charge and spin: 21.76 kcal per mole
- Total charge: 0
- E_LUMO: 0.2 eV

5.
Here is the molecule C5H9NO4 at a distorted geometry from the OMol25 dataset. Energies are from ωB97M-V/def2-TZVPD.

Geometry (Å):
1 H -2.045 -1.523 -0.392
2 C 0.123 -2.205 -0.677
3 H -0.256 -1.823 -2.753
4 O -1.205 -0.798 2.267
5 H 0.575 -0.097 -1.223
6 H 1.161 -0.612 0.457
7 H 1.430 -3.469 0.530
8 H -0.205 -4.149 0.207
9 C -1.085 -1.692 1.429
10 H 0.892 -3.137 -2.424
11 H -3.241 -1.793 1.355
12 N -0.843 -1.269 -0.091
13 C -0.056 -2.686 -2.099
14 C 0.511 -0.806 -0.398
15 O -0.095 -2.643 1.615
16 O -2.583 -2.357 0.936
17 C 0.366 -3.233 0.417
18 O -1.053 -3.667 -2.228
19 H -1.921 -3.248 -2.166

Results
- Gap between HOMO and LUMO: 9.87 eV
- SMILES: [O-][C@]1(O)OC[C@]2(CO)C[N@@H+]21
- Strongest force on any atom: 3.3 eV Å⁻¹
- E_HOMO: -9.53 eV
- Energy above the lowest of the compared OMol25 structures with the same formula, charge and spin: 109.05 kcal per mole
- Total charge: 0
- E_LUMO: 0.3 eV

6.
Here is the molecule C5H9NO4 at a distorted geometry from the OMol25 dataset. Energies are from ωB97M-V/def2-TZVPD.

Geometry (Å):
1 O -0.687 1.032 -1.782
2 C -2.438 0.761 -0.184
3 H 1.068 -1.833 2.123
4 C 1.900 -0.069 -0.698
5 H -2.495 1.474 0.652
6 H 1.631 -0.149 2.239
7 H -2.893 1.284 -1.043
8 H 1.265 1.714 -0.845
9 O -3.151 -0.392 0.145
10 H 0.577 -1.654 -0.198
11 N -0.192 0.214 0.456
12 O 2.085 -0.631 -1.771
13 C 1.606 -1.037 1.594
14 H 2.632 -1.373 1.402
15 C -0.983 0.500 -0.493
16 H -2.794 -0.742 0.969
17 O 2.138 1.210 -0.540
18 C 0.905 -0.709 0.273
19 H -0.174 0.400 -2.299

Results
- Gap between HOMO and LUMO: 9.67 eV
- SMILES: C[C@@H](/N=C(\O)CO)C(=O)O
- Strongest force on any atom: 4.5 eV Å⁻¹
- E_HOMO: -9.66 eV
- Energy above the lowest of the compared OMol25 structures with the same formula, charge and spin: 74.47 kcal per mole
- Total charge: 0
- E_LUMO: 0.0 eV

7.
Here is the molecule C5H9NO4 at a distorted geometry from the OMol25 dataset. Energies are from ωB97M-V/def2-TZVPD.

Geometry (Å):
1 C -0.829 -0.729 0.167
2 C 0.608 -0.653 0.781
3 H 1.417 -2.616 -1.362
4 O 1.019 0.743 -1.790
5 O 1.579 -1.398 0.135
6 C 0.693 1.215 -0.563
7 C -1.478 1.619 0.875
8 H -2.489 1.332 1.183
9 C -1.001 0.708 -0.214
10 O 0.810 -0.252 1.902
11 H -1.437 0.859 -1.200
12 H -1.457 2.664 0.559
13 H 1.639 -3.338 0.115
14 H -0.815 1.492 1.742
15 N 1.097 -2.641 -0.393
16 O 1.224 2.167 -0.071
17 H -1.504 -1.039 0.964
18 H -0.840 -1.397 -0.690
19 H 1.763 1.265 -2.138

Results
- Gap between HOMO and LUMO: 9.94 eV
- SMILES: C[C@H](CC(=O)ON)C(=O)O
- Strongest force on any atom: 4.8 eV Å⁻¹
- E_HOMO: -9.65 eV
- Energy above the lowest of the compared OMol25 structures with the same formula, charge and spin: 87.70 kcal per mole
- Total charge: 0
- E_LUMO: 0.3 eV

8.
Here is the molecule C5H9NOS at a distorted geometry from the OMol25 dataset. Energies are from ωB97M-V/def2-TZVPD.

Geometry (Å):
1 S 0.617 -0.926 0.272
2 C 2.462 1.010 1.245
3 H -1.414 -1.982 -0.371
4 H 1.601 1.594 -1.158
5 H 0.867 2.838 -0.295
6 N -0.893 1.602 2.485
7 C -1.276 -0.906 0.007
8 C 0.987 0.840 0.766
9 O 0.581 -1.724 1.500
10 H 2.625 2.048 1.479
11 H -1.624 -0.308 -0.811
12 H 3.248 0.759 0.549
13 C 0.791 1.738 -0.489
14 H 2.567 0.316 2.099
15 H -1.899 -0.823 0.877
16 C -0.056 1.261 1.770
17 H -0.187 1.662 -0.928

Results
- Gap between HOMO and LUMO: 10.05 eV
- Strongest force on any atom: 2.9 eV Å⁻¹
- E_HOMO: -9.49 eV
- Energy above the lowest of the compared OMol25 structures with the same formula, charge and spin: 54.87 kcal per mole
- Total charge: 0
- E_LUMO: 0.6 eV

9.
Here is a structure of composition C5H9NOS at a distorted geometry from the OMol25 dataset. Energies are from ωB97M-V/def2-TZVPD.

Geometry (Å):
1 H 0.384 -1.452 -2.039
2 H -0.516 2.387 1.206
3 H -0.405 -0.483 2.843
4 C -0.243 -0.811 -1.499
5 H 2.178 -0.481 -1.408
6 H 2.319 0.145 0.221
7 C 0.295 1.646 1.104
8 H 2.072 -1.699 -0.026
9 O 0.804 1.199 2.347
10 H 1.143 -0.852 2.101
11 S -1.815 -0.516 -2.021
12 H 1.111 2.031 0.480
13 N 0.449 -0.396 -0.424
14 H -1.210 0.127 0.615
15 C 1.820 -0.657 -0.385
16 C -0.154 0.239 0.750
17 C 0.346 -0.130 2.121

Results
- Gap between HOMO and LUMO: 9.11 eV
- Strongest force on any atom: 2.7 eV Å⁻¹
- E_HOMO: -8.46 eV
- Energy above the lowest of the compared OMol25 structures with the same formula, charge and spin: 57.64 kcal per mole
- Total charge: 0
- E_LUMO: 0.6 eV

10.
Here is the ion C5H9O with charge +1 at a distorted geometry from the OMol25 dataset. Energies are from ωB97M-V/def2-TZVPD.

Geometry (Å):
1 C -0.527 0.608 -0.254
2 H -0.880 -1.970 -0.458
3 O -1.563 -0.186 0.239
4 H 0.900 -1.365 0.865
5 H -0.009 2.725 -0.285
6 C -0.669 2.003 0.034
7 C 1.544 -0.603 0.504
8 H 1.493 0.196 1.341
9 H 1.398 0.806 -1.018
10 C 0.790 -0.001 -0.737
11 H -1.541 2.343 0.476
12 H 0.773 -0.581 -1.587
13 C -1.651 -1.396 0.169
14 H -2.644 -1.839 0.493
15 H 2.586 -0.741 0.220

Results
- Gap between HOMO and LUMO: 8.30 eV
- Strongest force on any atom: 6.7 eV Å⁻¹
- E_HOMO: -14.61 eV
- Energy above the lowest of the compared OMol25 structures with the same formula, charge and spin: 48.62 kcal per mole
- Total charge: +1
- E_LUMO: -6.3 eV

11.
Here is a structure of composition C5H9O2PS2 at a distorted geometry from the OMol25 dataset. Energies are from ωB97M-V/def2-TZVPD.

Geometry (Å):
1 H -2.660 3.176 1.113
2 H -1.606 -2.715 -1.254
3 H 2.118 -0.005 2.068
4 H 3.701 0.610 1.968
5 O 0.583 -0.633 0.162
6 S 0.563 1.890 -1.142
7 P 1.686 0.216 -0.873
8 C -2.762 2.255 0.557
9 C -0.685 -2.146 -1.253
10 H 3.472 -1.074 1.382
11 C -1.672 -0.150 -0.339
12 H -0.527 -1.620 -2.309
13 C 3.090 -0.039 1.467
14 O 2.682 0.706 0.324
15 S -1.338 1.351 0.599
16 H -3.503 2.060 -0.249
17 H 0.197 -2.727 -1.082
18 H -2.696 -0.177 -0.733
19 C -0.642 -0.976 -0.406

Results
- Gap between HOMO and LUMO (alpha / beta): 6.83 / 6.83 eV
- Strongest force on any atom: 4.1 eV Å⁻¹
- E_HOMO (alpha / beta): -7.73 / -7.73 eV
- Energy above the lowest of the compared OMol25 structures with the same formula, charge and spin: 60.77 kcal per mole
- Total charge: 0
- E_LUMO (alpha / beta): -0.9 / -0.9 eV

12.
Here is a cluster of 3 separate species, C5H9O2S in total at a distorted geometry from the OMol25 dataset. Energies are from ωB97M-V/def2-TZVPD.

Geometry (Å):
1 H 1.383 -3.286 -0.843
2 H 2.336 -1.927 -1.502
3 C -0.561 2.435 2.186
4 C -0.812 0.976 -0.467
5 H 1.800 -3.400 -2.414
6 H -1.552 1.775 -0.558
7 H -0.647 0.681 -1.488
8 H 0.440 1.635 1.383
9 H -1.042 -1.037 0.056
10 H 1.058 0.376 0.154
11 S -0.027 -1.700 -2.130
12 O -0.326 3.433 1.604
13 C -1.047 -0.060 0.540
14 H -1.707 0.074 1.384
15 C 0.186 0.772 0.691
16 O -0.990 1.859 3.110
17 C 1.507 -2.608 -1.706

Results
- Gap between HOMO and LUMO: 5.50 eV
- Strongest force on any atom: 4.2 eV Å⁻¹
- E_HOMO: -2.50 eV
- Energy above the lowest of the compared OMol25 structures with the same formula, charge and spin: 74.19 kcal per mole
- Total charge: -1
- E_LUMO: 3.0 eV